ORCA calculation (ωB97M-V/def2-TZVPD) on 2 unconnected molecules or ions with the total composition CH4O3PS at a distorted geometry.

```
10
Properties=species:S:1:pos:R:3
C 1.29 1.52 -0.90
O 0.89 -1.84 -0.10
O 1.46 1.68 -2.09
O -0.18 -0.10 1.38
P -0.27 -0.95 -0.14
S -2.01 -2.38 0.42
H 0.33 1.66 -0.39
H 1.99 0.92 -0.31
H -2.82 -1.27 0.88
H -0.67 0.77 1.25
```

Its spin multiplicity is 1. The calculation puts the HOMO-LUMO gap at 0.2630 Eh. As for the HOMO energy: -3.552 eV. The maximum force comes out at 2.3 eV/Å. The energy above the lowest of the compared OMol25 structures with the same formula, charge and spin is 37.2 kcal/mol. The charge is -1. The lowest unoccupied orbital energy comes out at 0.1325 hartree.